Here is a structure of composition C39H42N4PSTcTe in a non-equilibrium geometry from the OMol25 dataset. Energies are from the ωB97M-V functional and the def2-TZVPD basis.

calculated total energy: -2818.488801 Eh
2S+1: 4
strongest force on any atom: 1.17 eV Å⁻¹
total charge: +1
HOMO energy (alpha / beta): -9.3115 / -9.2288 eV
frontier orbital gap (alpha / beta): 6.7 / 5.3 eV

Last column: Löwdin spin population.
Geometry (Å):
Tc -0.20 0.07 -0.66  2.25
C -3.17 -2.14 0.93  0.00
C -2.47 -2.61 -0.35  0.00
C -1.01 -3.01 -0.17  0.01
N 0.03 -2.01 -0.45  0.02
C 1.28 -2.47 -0.55  0.00
C 1.60 -3.83 -0.34  0.06
C 2.77 -4.55 -0.48  0.01
C 4.04 -4.14 -0.86  0.07
C 4.41 -2.84 -1.14  0.00
C 3.63 -1.69 -1.18  0.07
C 2.26 -1.47 -0.98  -0.01
N 1.72 -0.26 -1.17  0.05
C 2.34 0.72 -2.05  0.01
C 1.47 0.97 -3.31  0.00
C 0.40 -0.10 -3.57  0.01
N -0.69 0.01 -2.61  0.02
C -1.96 0.19 -2.98  -0.01
C -2.42 -0.04 -4.29  0.08
C -3.64 0.21 -4.88  0.00
C -4.74 0.88 -4.38  0.09
C -4.88 1.37 -3.09  -0.01
C -4.06 1.19 -1.99  0.09
C -2.82 0.56 -1.85  -0.01
N -2.24 0.34 -0.66  0.07
C -3.05 0.39 0.56  0.02
C -2.73 -0.79 1.49  0.01
H -3.02 -2.90 1.71  0.00
H -4.25 -2.11 0.74  0.00
H -2.57 -1.88 -1.14  0.00
H -3.00 -3.51 -0.69  0.00
H -0.83 -3.85 -0.85  0.00
H -0.88 -3.38 0.86  0.00
H 0.78 -4.44 -0.01  0.00
H 2.68 -5.61 -0.25  0.00
H 4.81 -4.89 -0.90  0.00
H 5.46 -2.68 -1.37  0.00
H 4.20 -0.80 -1.39  0.00
H 3.32 0.38 -2.39  0.00
H 2.48 1.65 -1.52  0.00
H 2.12 1.01 -4.18  0.00
H 0.97 1.94 -3.23  0.00
H 0.84 -1.10 -3.52  0.00
H 0.05 0.07 -4.59  0.00
H -1.71 -0.54 -4.94  0.00
H -3.73 -0.14 -5.91  0.00
H -5.56 1.06 -5.06  0.00
H -5.77 1.95 -2.90  0.00
H -4.43 1.66 -1.08  0.00
H -4.11 0.35 0.33  0.00
H -2.86 1.33 1.08  0.00
H -3.24 -0.60 2.43  0.00
H -1.66 -0.80 1.69  0.01
C 1.98 1.73 1.59  0.00
P 0.68 0.45 1.67  0.00
C 1.53 -0.96 2.47  0.00
C 2.91 -1.05 2.56  0.00
C 3.50 -2.16 3.15  0.00
C 2.72 -3.19 3.65  0.00
C 1.34 -3.10 3.58  0.00
C 0.75 -2.00 2.98  0.00
C -0.30 1.14 3.06  0.00
C -0.32 0.59 4.33  0.00
C -1.02 1.22 5.35  0.00
C -1.71 2.40 5.10  0.00
C -1.68 2.96 3.83  0.00
C -0.99 2.33 2.81  0.00
H 2.41 1.89 2.58  0.00
H 1.52 2.66 1.25  0.00
H 2.76 1.46 0.88  0.00
H 3.54 -0.25 2.20  0.00
H 4.58 -2.22 3.22  0.00
H 3.18 -4.06 4.10  0.00
H 0.72 -3.89 4.00  0.00
H -0.33 -1.93 2.93  0.00
H 0.23 -0.31 4.55  0.00
H -1.03 0.79 6.34  0.00
H -2.26 2.88 5.90  0.00
H -2.20 3.89 3.64  0.00
H -0.97 2.78 1.82  0.00
Te -0.68 2.84 -0.90  0.04
C 0.79 4.32 -1.13  0.00
C 0.50 5.64 -1.36  0.01
C 1.64 6.47 -1.44  0.00
C 2.80 5.78 -1.26  0.01
S 2.50 4.12 -1.00  0.00
H -0.52 5.99 -1.49  0.00
H 1.60 7.54 -1.60  0.00
H 3.82 6.15 -1.27  0.00

Here is a structure of composition C39H42N8O3PSTc in a non-equilibrium geometry from the OMol25 dataset. Energies are from the ωB97M-V functional and the def2-TZVPD basis.

calculated total energy: -2995.445084 Eh
2S+1: 4
strongest force on any atom: 1.45 eV Å⁻¹
total charge: +1
energy above the lowest of the compared OMol25 structures with the same formula, charge and spin: 21.0 kcal/mol
HOMO energy (alpha / beta): -9.7142 / -9.9738 eV
frontier orbital gap (alpha / beta): 7.0 / 6.3 eV

Last column: Löwdin spin population.
Geometry (Å):
Tc 0.55 0.14 -0.43  2.44
O 3.25 -2.29 1.36  0.05
C 2.68 -1.45 0.71  0.02
N 1.58 -0.71 1.06  0.05
C 1.13 -0.54 2.39  0.01
C 1.87 -0.82 3.54  0.00
C 1.37 -0.40 4.76  0.01
C 0.16 0.28 4.83  0.00
C -0.59 0.50 3.69  0.00
C -0.12 0.06 2.45  0.01
N -0.77 0.25 1.19  0.08
C -2.16 0.29 1.24  0.02
O -2.83 -0.12 2.17  0.05
C -2.90 0.88 0.07  0.00
C -4.19 1.34 0.27  0.00
C -4.88 1.87 -0.81  0.00
C -4.26 1.91 -2.04  0.00
C -2.96 1.43 -2.14  0.00
N -2.29 0.93 -1.10  0.05
C 3.23 -1.02 -0.63  0.01
C 4.49 -1.41 -1.02  0.00
C 5.02 -0.89 -2.19  0.01
C 4.26 0.03 -2.91  0.00
C 3.01 0.37 -2.46  0.01
N 2.49 -0.16 -1.34  0.01
H 2.81 -1.33 3.47  0.00
H 1.94 -0.60 5.66  0.00
H -0.21 0.63 5.78  0.00
H -1.54 1.01 3.75  0.00
H -4.63 1.28 1.26  0.00
H -5.89 2.23 -0.69  0.00
H -4.76 2.30 -2.92  0.00
H -2.44 1.45 -3.09  0.00
H 5.02 -2.11 -0.39  0.00
H 6.01 -1.17 -2.52  0.00
H 4.65 0.49 -3.81  0.00
H 2.41 1.09 -2.99  0.00
S 0.58 4.60 -0.81  0.02
C 1.01 4.26 0.82  -0.01
C 1.10 2.92 1.06  0.01
C 0.82 2.14 -0.10  -0.04
C 0.53 2.93 -1.18  0.04
C 0.22 2.32 -2.45  0.01
C 0.10 2.97 -3.68  0.01
C -0.10 2.22 -4.82  0.01
C -0.19 0.84 -4.73  0.01
C -0.08 0.25 -3.49  0.01
N 0.10 0.97 -2.37  0.03
H 1.16 5.07 1.51  0.00
H 1.35 2.51 2.03  0.00
H 0.19 4.05 -3.71  0.00
H -0.19 2.72 -5.79  0.00
H -0.34 0.22 -5.61  0.00
H -0.15 -0.82 -3.37  0.00
O 0.01 -1.97 -0.98  0.04
P -0.40 -3.21 -1.73  0.01
N 0.78 -3.71 -2.76  0.00
C 2.06 -4.05 -2.09  0.00
C 2.97 -4.38 -3.26  0.00
C 2.03 -5.19 -4.17  0.00
C 0.66 -4.52 -4.01  0.00
N -0.70 -4.33 -0.58  0.00
C -0.98 -5.74 -0.92  0.00
C -1.01 -6.42 0.45  0.00
C -0.01 -5.61 1.27  0.00
C -0.28 -4.17 0.84  0.00
N -1.76 -2.94 -2.64  0.00
C -2.88 -2.38 -1.85  0.00
C -3.94 -2.14 -2.91  0.00
C -3.81 -3.38 -3.81  0.00
C -2.32 -3.79 -3.72  0.00
H 1.96 -4.91 -1.43  0.00
H 2.40 -3.21 -1.50  0.00
H 3.85 -4.94 -2.96  0.00
H 3.28 -3.47 -3.76  0.00
H 1.98 -6.23 -3.82  0.00
H 2.35 -5.21 -5.21  0.00
H -0.14 -5.26 -3.96  0.00
H 0.45 -3.86 -4.85  0.00
H -0.18 -6.16 -1.54  0.00
H -1.92 -5.84 -1.45  0.00
H -0.75 -7.48 0.38  0.00
H -2.01 -6.34 0.88  0.00
H 1.02 -5.90 1.01  0.00
H -0.13 -5.74 2.35  0.00
H 0.60 -3.53 0.93  0.00
H -1.08 -3.73 1.43  0.00
H -2.57 -1.47 -1.33  0.00
H -3.24 -3.10 -1.10  0.00
H -3.70 -1.24 -3.48  0.00
H -4.94 -2.03 -2.49  0.00
H -4.10 -3.18 -4.83  0.00
H -4.44 -4.18 -3.43  0.00
H -1.81 -3.60 -4.66  0.00
H -2.24 -4.86 -3.50  0.00

Here is a structure of composition C39H43AlF2N6 from the OMol25 dataset. Energies are from the ωB97M-V functional and the def2-TZVPD basis.

calculated total energy: -2282.772985 Eh
2S+1: 1
strongest force on any atom: 0.53 eV Å⁻¹
total charge: 0
energy above the lowest of the compared OMol25 structures with the same formula, charge and spin: 22.4 kcal/mol
HOMO energy: -6.7399 eV
frontier orbital gap: 7.3 eV

Last column: Löwdin charge in e.
Geometry (Å):
Al -0.17 -0.11 -0.04  0.31
C 5.16 -1.50 -3.74  -0.04
C 4.23 -1.11 -2.62  -0.28
C 4.17 -1.84 -1.43  -0.04
C 3.33 -1.47 -0.40  -0.02
C 2.52 -0.33 -0.50  -0.23
N 1.70 0.13 0.55  0.05
C 2.30 0.30 1.78  -0.18
C 3.70 0.18 1.98  -0.01
C 4.29 0.27 3.21  -0.04
C 3.53 0.51 4.36  -0.29
C 4.16 0.54 5.73  -0.05
C 2.19 0.75 4.17  0.00
C 1.58 0.70 2.92  -0.11
N 0.23 1.14 2.84  -0.03
C -0.47 1.73 3.83  -0.04
C -1.67 2.15 3.32  -0.02
C -1.64 1.77 1.98  -0.10
N -0.50 1.14 1.69  0.07
C 2.52 0.35 -1.72  -0.13
C 3.37 -0.03 -2.76  0.02
N 1.60 1.40 -1.92  -0.03
C 1.71 2.48 -2.70  -0.03
C 0.51 3.16 -2.66  -0.02
C -0.30 2.40 -1.81  -0.07
N 0.37 1.34 -1.37  0.07
H 5.81 -2.32 -3.43  0.08
H 5.78 -0.65 -4.03  0.08
H 4.61 -1.82 -4.62  0.08
H 4.79 -2.72 -1.33  0.12
H 3.28 -2.06 0.50  0.14
H 4.33 0.02 1.12  0.10
H 5.36 0.15 3.30  0.11
H 5.21 0.26 5.66  0.07
H 3.67 -0.17 6.40  0.08
H 4.10 1.53 6.17  0.08
H 1.61 1.00 5.05  0.11
H -0.10 1.85 4.83  0.12
H -2.46 2.66 3.84  0.10
H -2.39 1.94 1.23  0.10
H 3.33 0.50 -3.71  0.12
H 2.62 2.72 -3.23  0.13
H 0.25 4.07 -3.18  0.10
H -1.32 2.57 -1.52  0.11
F -2.79 1.38 -0.60  -0.11
C -2.26 0.10 -0.31  -0.29
F -2.81 -0.69 -1.31  -0.06
H -2.79 -0.22 0.61  0.10
C 0.19 -2.44 4.42  -0.04
C 0.20 -3.08 3.06  -0.27
C 0.38 -4.46 2.94  -0.04
C 0.35 -5.04 1.68  -0.27
C 0.48 -6.53 1.52  -0.05
C 0.18 -4.26 0.54  -0.01
C 0.06 -2.86 0.61  -0.23
C 0.04 -2.32 1.92  -0.01
N -0.06 -1.99 -0.48  0.06
C -0.22 -2.57 -1.84  -0.39
C 1.01 -3.35 -2.35  -0.07
C 0.77 -3.86 -3.78  -0.28
C 0.59 -2.67 -4.72  -0.12
C -0.63 -1.87 -4.26  -0.27
C -1.88 -2.73 -4.30  -0.11
C -1.69 -3.94 -3.39  -0.28
C -0.47 -4.75 -3.84  -0.12
C -1.47 -3.47 -1.95  -0.07
C -0.39 -1.40 -2.82  -0.10
H -0.08 -3.16 5.19  0.07
H -0.53 -1.61 4.46  0.07
H 1.17 -2.04 4.66  0.07
H 0.51 -5.07 3.82  0.11
H 0.65 -7.02 2.47  0.07
H 1.30 -6.77 0.84  0.08
H -0.44 -6.94 1.08  0.08
H 0.13 -4.79 -0.39  0.08
H -0.17 -1.27 2.02  0.08
H 1.25 -4.21 -1.72  0.11
H 1.88 -2.70 -2.34  0.10
H 1.65 -4.44 -4.09  0.14
H 0.44 -3.02 -5.75  0.12
H 1.48 -2.04 -4.70  0.11
H -0.75 -0.99 -4.91  0.14
H -2.08 -3.06 -5.33  0.12
H -2.74 -2.15 -3.96  0.12
H -2.59 -4.57 -3.42  0.14
H -0.62 -5.11 -4.86  0.12
H -0.35 -5.62 -3.19  0.12
H -1.38 -4.33 -1.29  0.10
H -2.34 -2.90 -1.60  0.12
H -1.23 -0.78 -2.51  0.10
H 0.52 -0.80 -2.79  0.10

Here is a structure of composition C39H43As2ClReSi2 in a non-equilibrium geometry from the OMol25 dataset. Energies are from the ωB97M-V functional and the def2-TZVPD basis.

calculated total energy: -7100.373962 Eh
2S+1: 4
strongest force on any atom: 5.83 eV Å⁻¹
total charge: +2
energy above the lowest of the compared OMol25 structures with the same formula, charge and spin: 0.0 kcal/mol
HOMO energy (alpha / beta): -12.2805 / -12.2800 eV
frontier orbital gap (alpha / beta): 7.2 / 3.5 eV

Last column: Löwdin spin population.
Geometry (Å):
C -1.98 -0.96 4.40  0.10
C -2.76 -0.30 3.40  0.03
C -2.76 -1.14 2.24  0.04
H -3.28 0.64 3.51  0.01
C -1.99 -2.31 2.53  0.08
C -1.52 -2.20 3.87  0.02
H -0.95 -2.95 4.40  0.00
H -1.83 -0.61 5.42  0.01
H -3.28 -0.95 1.31  0.01
H -1.81 -3.15 1.87  0.01
Re -0.75 -0.56 2.69  1.91
Si 0.72 -0.33 -3.58  0.00
C 0.66 1.20 -4.64  0.00
C 1.70 1.62 -5.49  0.00
H 2.68 1.14 -5.44  0.00
C 1.47 2.64 -6.43  0.00
H 2.25 2.89 -7.16  0.00
C 0.25 3.33 -6.46  0.00
H 0.07 4.12 -7.20  0.00
C -0.74 2.99 -5.53  0.00
H -1.68 3.54 -5.50  0.00
C -0.57 1.89 -4.68  0.00
H -1.40 1.57 -4.04  0.00
C 1.00 -1.72 -4.77  0.00
C 0.17 -1.63 -5.91  0.00
H -0.37 -0.70 -6.12  0.00
C 0.03 -2.72 -6.77  0.00
H -0.68 -2.66 -7.58  0.00
C 0.78 -3.89 -6.55  0.00
H 0.65 -4.74 -7.22  0.00
C 1.70 -3.93 -5.49  0.00
H 2.31 -4.81 -5.35  0.00
C 1.84 -2.84 -4.61  0.00
H 2.58 -2.84 -3.81  0.00
H -0.63 -0.60 -3.03  0.00
Si -0.26 -0.23 0.24  0.23
C -0.79 -1.82 -0.64  0.04
C -1.99 -1.84 -1.37  0.01
H -2.50 -0.91 -1.61  0.00
C -2.55 -3.06 -1.76  0.01
H -3.50 -3.07 -2.31  0.00
C -1.93 -4.27 -1.43  0.02
H -2.40 -5.23 -1.67  0.00
C -0.70 -4.24 -0.76  0.00
H -0.18 -5.17 -0.51  0.00
C -0.14 -3.02 -0.35  0.02
H 0.77 -3.02 0.25  0.00
C -1.21 1.28 -0.40  0.05
C -2.50 1.53 0.09  0.02
H -2.95 0.92 0.87  0.00
C -3.27 2.58 -0.41  0.00
H -4.28 2.74 -0.01  0.00
C -2.78 3.38 -1.44  0.01
H -3.40 4.15 -1.90  0.00
C -1.48 3.15 -1.91  0.01
H -1.09 3.74 -2.74  0.00
C -0.70 2.12 -1.38  0.01
H 0.31 1.92 -1.76  0.00
H 1.79 -0.33 -2.54  0.00
Cl 1.79 0.07 0.13  0.11
C 0.54 3.23 2.10  0.02
As -0.10 1.81 3.27  0.06
C -1.44 2.76 4.29  0.01
C 1.41 1.82 4.57  0.01
C 1.80 2.97 5.25  0.00
C 2.90 2.92 6.12  0.00
C 3.59 1.73 6.31  0.00
C 3.18 0.56 5.65  0.00
C 2.11 0.61 4.76  0.01
As 1.50 -1.04 3.80  0.06
C 1.43 -2.23 5.36  0.00
C 3.13 -1.56 2.88  0.02
H -0.20 3.36 1.31  0.00
H 0.62 4.13 2.73  0.00
H 1.52 2.94 1.69  0.00
H -1.54 2.28 5.27  0.00
H -1.10 3.80 4.40  0.00
H -2.37 2.71 3.71  0.00
H 1.25 3.90 5.11  0.00
H 3.22 3.83 6.64  0.00
H 4.44 1.67 6.99  0.00
H 3.69 -0.39 5.81  0.00
H 0.69 -1.83 6.07  0.00
H 1.14 -3.23 5.01  0.00
H 2.43 -2.27 5.81  0.00
H 3.98 -1.19 3.46  0.00
H 3.12 -1.08 1.89  0.00
H 3.14 -2.65 2.78  0.00